This record from the OMol25 dataset describes a cluster of 4 separate species, C6H14O2 in total at a distorted geometry. The level of theory is ωB97M-V with the def2-TZVPD basis set.

Computed properties:
strongest force on any atom: 3.24 eV/Å
gap between HOMO and LUMO: 7.88 eV
LUMO energy: -0.958 eV

CARTESIAN COORDINATES (ANGSTROEM)
O  -2.210  0.790  0.499
O  -0.050  1.666  1.725
C  0.085  -1.903  0.314
C  2.096  0.384  -0.044
C  0.244  1.554  -1.411
C  -0.730  -2.979  0.089
C  0.735  0.307  -0.684
C  0.010  -0.801  -0.592
H  -0.448  1.205  -2.181
H  0.822  -1.816  1.105
H  -0.258  2.213  -0.680
H  2.230  -0.390  0.708
H  -1.952  0.283  1.286
H  -1.886  0.202  -0.339
H  -1.842  -0.541  -1.645
H  -0.706  -3.952  0.589
H  2.204  1.230  0.670
H  -0.815  1.374  1.161
H  1.081  2.174  -1.837
H  3.011  0.437  -0.620
H  -1.421  -2.845  -0.752
H  -0.201  1.408  2.638